Entry from the OMol25 dataset: a 2-piece molecular cluster, C28H27Br2N4O2 overall (ωB97M-V/def2-TZVPD).

XYZ file:
```
63
Properties=species:S:1:pos:R:3:nbo_charge:R:1
Br -5.51 3.17 -3.46 0.139
C -3.83 2.30 -3.45 -0.015
C -3.75 0.92 -3.44 -0.232
C -2.53 0.29 -3.43 -0.119
C -1.34 1.03 -3.42 -0.078
C -0.08 0.37 -3.39 0.102
C 1.13 1.02 -3.50 -0.329
C 2.35 0.38 -3.40 0.066
C 3.61 1.04 -3.44 -0.076
C 4.80 0.30 -3.46 -0.126
C 6.03 0.93 -3.49 -0.251
C 6.10 2.30 -3.48 -0.005
Br 7.78 3.17 -3.51 0.137
C 4.95 3.06 -3.46 -0.248
C 3.72 2.44 -3.44 -0.135
C -1.44 2.44 -3.43 -0.133
C -2.67 3.05 -3.44 -0.235
H -4.67 0.35 -3.45 0.245
H -2.48 -0.78 -3.43 0.230
H -0.07 -0.70 -3.26 0.226
H 1.13 2.08 -3.70 0.211
H 2.34 -0.69 -3.26 0.220
H 4.75 -0.78 -3.46 0.228
H 6.94 0.35 -3.51 0.245
H 5.01 4.13 -3.45 0.244
H 2.83 3.05 -3.41 0.218
H -0.56 3.04 -3.41 0.216
H -2.74 4.13 -3.43 0.242
C -5.75 -0.93 1.79 -0.715
C -4.37 -0.58 1.35 0.696
O -4.23 0.07 0.33 -0.614
N -3.28 -1.01 2.12 -0.431
C -3.50 -1.68 3.41 -0.218
C -2.45 -1.29 4.44 -0.213
N -1.10 -1.46 3.88 -0.431
C 0.03 -1.44 4.82 -0.213
C 1.28 -2.01 4.16 -0.217
N 1.54 -1.38 2.85 -0.431
C 2.87 -1.17 2.44 0.696
C 3.98 -1.73 3.25 -0.715
O 3.14 -0.54 1.44 -0.613
C 0.43 -1.05 2.03 0.044
C 0.57 -0.60 0.73 0.000
N -0.40 -0.31 -0.11 -0.463
C -1.62 -0.43 0.39 0.008
C -1.93 -0.86 1.67 0.042
C -0.87 -1.16 2.53 0.225
H -5.78 -1.93 2.22 0.220
H -6.11 -0.21 2.52 0.243
H -6.41 -0.92 0.93 0.254
H -4.49 -1.42 3.80 0.228
H -3.49 -2.76 3.25 0.202
H -2.56 -0.23 4.71 0.188
H -2.53 -1.88 5.35 0.218
H 0.20 -0.40 5.11 0.188
H -0.24 -2.00 5.72 0.218
H 2.14 -1.86 4.82 0.227
H 1.17 -3.09 4.01 0.201
H 3.71 -2.69 3.68 0.219
H 4.85 -1.89 2.60 0.254
H 4.26 -1.04 4.04 0.243
H 1.57 -0.43 0.37 0.236
H -2.43 -0.11 -0.24 0.234
```

Calculated values
HOMO: -9.95 eV
frontier orbital gap: 4.749 eV
LUMO level: -5.204 eV
charge: +1

Entry from the OMol25 dataset: C28H27ClN5O2RuS as an isolated structure (ωB97M-V/def2-TZVPD).

XYZ file:
```
65
Properties=species:S:1:pos:R:3:nbo_charge:R:1
Ru 0.01 0.33 -0.94 1.402
O 3.95 0.51 -0.23 -0.651
C 3.04 0.92 -0.92 0.771
O 2.05 0.18 -1.30 -0.800
C 3.06 2.35 -1.42 -0.131
C 4.32 2.93 -1.53 -0.170
C 4.48 4.23 -1.97 -0.226
C 3.36 4.98 -2.30 -0.194
C 2.10 4.43 -2.17 -0.217
C 1.92 3.11 -1.74 -0.164
S 0.22 2.62 -1.60 -0.171
H 5.17 2.32 -1.26 0.236
H 5.47 4.65 -2.06 0.215
H 3.46 6.00 -2.64 0.215
H 1.22 5.02 -2.41 0.219
C -4.33 -3.02 0.65 -0.216
C -2.92 -2.99 0.76 -0.218
C -2.20 -2.02 0.12 -0.211
C -2.83 -1.02 -0.66 -0.109
C -2.07 0.01 -1.33 -0.406
C -2.77 0.89 -2.13 -0.233
C -4.17 0.83 -2.27 -0.220
C -4.89 -0.12 -1.61 -0.196
C -4.24 -1.07 -0.79 0.011
C -4.97 -2.08 -0.11 -0.202
H -4.90 -3.79 1.15 0.215
H -2.42 -3.75 1.34 0.213
H -1.12 -2.02 0.19 0.197
H -2.23 1.66 -2.67 0.217
H -4.67 1.55 -2.91 0.214
H -5.97 -0.16 -1.70 0.208
H -6.05 -2.10 -0.21 0.210
Cl -2.05 -4.73 -3.48 0.024
C -0.65 -3.97 -2.80 -0.072
C 0.44 -4.71 -2.40 -0.179
C 1.52 -4.04 -1.86 -0.242
C 1.47 -2.66 -1.74 0.035
N 0.40 -1.95 -2.12 -0.467
C -0.64 -2.59 -2.65 0.030
H 0.44 -5.79 -2.50 0.235
H 2.40 -4.58 -1.54 0.231
H 2.29 -2.09 -1.33 0.239
H -1.49 -1.99 -2.95 0.229
C -0.87 0.60 2.11 -0.082
N -0.63 0.67 3.54 -0.459
C 0.17 1.86 3.83 -0.078
N 1.45 1.84 3.13 -0.457
C 1.20 1.77 1.70 -0.090
N 0.42 0.55 1.35 -0.532
C 1.19 -0.64 1.82 -0.095
N 1.43 -0.58 3.25 -0.458
C 0.15 -0.51 3.94 -0.079
C 2.19 0.65 3.54 -0.083
H -1.42 1.49 1.78 0.213
H -1.45 -0.28 1.87 0.219
H 0.35 1.91 4.91 0.201
H -0.40 2.75 3.53 0.202
H 2.15 1.74 1.18 0.228
H 0.64 2.64 1.37 0.219
H 2.14 -0.65 1.28 0.241
H 0.63 -1.54 1.58 0.198
H 0.32 -0.47 5.02 0.202
H -0.43 -1.41 3.71 0.200
H 3.14 0.61 3.01 0.217
H 2.38 0.70 4.61 0.200
```

Calculated values
relative energy (zero: lowest compared OMol25 entry of this formula, charge and spin): 30.7 kJ/mol
⟨S²⟩: 8.7709
spin multiplicity: 6
HOMO (spin up / spin down): -7.10 / -8.19 eV
frontier orbital gap (spin up / spin down): 7.455 / 6.835 eV
LUMO level (spin up / spin down): 0.351 / -1.357 eV

Entry from the OMol25 dataset: a 6-piece molecular cluster, C28H27ClN7O2 overall (ωB97M-V/def2-TZVPD).

XYZ file:
```
65
Properties=species:S:1:pos:R:3:nbo_charge:R:1
N 2.63 1.82 0.53 -0.577
C 2.18 2.89 0.53 0.606
O 1.51 3.93 0.73 -0.462
N 0.84 4.31 -0.58 -0.461
C -0.54 4.15 -0.32 -0.367
C -0.95 2.69 0.00 0.580
O -1.44 2.37 1.03 -0.558
Cl -0.68 1.37 -1.22 -0.160
H -0.93 4.75 0.50 0.180
H -1.04 4.41 -1.25 0.226
N -2.08 -2.80 1.17 -0.435
C -1.24 -1.76 1.14 0.038
C 0.08 -1.85 0.74 -0.270
C 0.57 -3.08 0.34 -0.124
C -0.29 -4.17 0.37 -0.298
C -1.59 -3.97 0.79 0.015
H -1.66 -0.81 1.46 0.207
H 0.71 -0.97 0.73 0.248
H 1.60 -3.19 0.02 0.229
H 0.05 -5.15 0.07 0.204
H -2.30 -4.80 0.82 0.175
N 3.77 -3.80 -0.62 -0.433
C 4.59 -2.75 -0.64 0.042
C 5.91 -2.82 -1.05 -0.257
C 6.42 -4.04 -1.44 -0.176
C 5.59 -5.15 -1.42 -0.263
C 4.28 -4.97 -1.01 0.027
H 4.15 -1.81 -0.32 0.219
H 6.53 -1.93 -1.05 0.225
H 7.45 -4.13 -1.76 0.213
H 5.94 -6.12 -1.72 0.219
H 3.59 -5.81 -0.97 0.192
N 5.58 -8.28 1.64 -0.424
C 5.00 -7.08 1.68 0.033
C 3.75 -6.84 2.23 -0.259
C 3.06 -7.91 2.77 -0.168
C 3.64 -9.17 2.74 -0.266
C 4.90 -9.30 2.17 0.028
H 5.58 -6.27 1.25 0.200
H 3.34 -5.84 2.24 0.235
H 2.08 -7.77 3.21 0.219
H 3.14 -10.03 3.15 0.215
H 5.39 -10.26 2.12 0.187
N -3.59 4.55 -2.64 -0.399
C -3.22 5.70 -3.19 0.042
C -3.99 6.38 -4.12 -0.266
C -5.20 5.84 -4.51 -0.178
C -5.60 4.64 -3.94 -0.270
C -4.76 4.04 -3.01 0.038
H -2.27 6.09 -2.86 0.205
H -3.64 7.32 -4.54 0.214
H -5.83 6.34 -5.23 0.208
H -6.54 4.18 -4.21 0.212
H -5.03 3.10 -2.55 0.195
N -3.06 6.49 1.14 -0.403
C -3.61 7.69 1.23 0.034
C -4.85 7.94 1.81 -0.273
C -5.55 6.86 2.32 -0.179
C -5.00 5.60 2.24 -0.263
C -3.75 5.46 1.64 0.042
H -3.02 8.50 0.81 0.188
H -5.24 8.94 1.86 0.210
H -6.52 7.01 2.78 0.207
H -5.51 4.73 2.62 0.217
H -3.27 4.49 1.55 0.219
```

Calculated values
HOMO: -3.34 eV
frontier orbital gap: 5.594 eV
LUMO level: 2.258 eV
charge: -1

Entry from the OMol25 dataset: C28H27CoN3SSi as an isolated structure (ωB97M-V/def2-TZVPD).

XYZ file:
```
61
Properties=species:S:1:pos:R:3:nbo_charge:R:1
C 1.59 1.13 1.73 -0.331
C 1.25 1.57 0.41 -0.351
C -0.12 2.03 0.44 -0.272
H 1.95 1.64 -0.40 0.231
C -0.61 1.84 1.75 -0.346
C 0.44 1.31 2.55 -0.336
H 0.43 1.20 3.63 0.231
H 2.56 0.84 2.10 0.229
H -0.68 2.48 -0.36 0.234
H -1.58 2.18 2.12 0.218
Co 0.11 0.14 0.95 0.974
C -0.47 -0.32 -0.68 -1.061
H -1.22 0.34 -1.15 0.189
H 0.44 -0.15 -1.30 0.191
H -0.69 -1.39 -0.75 0.182
Si 0.49 0.82 -4.00 0.965
C 1.44 -0.77 -4.42 -0.431
C 2.47 -0.48 -5.34 -0.207
H 2.73 0.56 -5.58 0.219
C 3.21 -1.50 -5.94 -0.220
H 3.99 -1.24 -6.65 0.211
C 2.95 -2.84 -5.63 -0.213
H 3.54 -3.63 -6.10 0.213
C 1.95 -3.14 -4.70 -0.239
H 1.78 -4.18 -4.44 0.210
C 1.20 -2.12 -4.10 -0.149
H 0.44 -2.38 -3.35 0.213
C -1.24 0.67 -4.73 -0.433
C -1.24 0.58 -6.14 -0.122
H -0.32 0.32 -6.67 0.210
C -2.37 0.88 -6.88 -0.248
H -2.31 0.96 -7.96 0.212
C -3.57 1.17 -6.21 -0.208
H -4.45 1.48 -6.78 0.212
C -3.62 1.08 -4.82 -0.223
H -4.56 1.26 -4.31 0.210
C -2.47 0.80 -4.07 -0.204
H -2.54 0.68 -2.99 0.220
H 1.22 2.20 -3.81 -0.045
H 0.84 1.45 -5.21 -0.191
N -1.00 -2.85 3.48 -0.515
C -1.73 -1.95 4.24 0.089
C -2.07 -2.04 5.59 -0.224
C -2.53 -0.87 6.21 -0.210
C -2.61 0.33 5.48 -0.218
C -2.22 0.42 4.14 -0.223
C -1.74 -0.73 3.51 0.188
N -0.95 -0.91 2.34 -0.512
C -0.50 -2.21 2.38 0.388
C 0.64 -2.57 1.57 0.046
C 1.31 -3.75 1.28 -0.419
S 2.60 -3.44 0.18 0.475
C 2.24 -1.76 0.18 -0.177
N 1.19 -1.44 0.95 -0.442
H -0.79 -3.82 3.72 0.422
H -1.95 -2.98 6.12 0.218
H -2.82 -0.88 7.26 0.222
H -2.98 1.22 5.98 0.221
H -2.32 1.36 3.60 0.230
H 1.03 -4.72 1.68 0.247
H 2.75 -1.03 -0.44 0.248
```

Calculated values
relative energy (zero: lowest compared OMol25 entry of this formula, charge and spin): 146.1 kJ/mol
⟨S²⟩: 3.7828
spin multiplicity: 4
HOMO (spin up / spin down): -4.47 / -7.84 eV
frontier orbital gap (spin up / spin down): 4.129 / 7.496 eV
LUMO level (spin up / spin down): -0.341 / -0.348 eV